(1)
2 unconnected molecules or ions with the total composition C7H11N2O2. Source: the Open Molecules 2025 dataset; level of theory: ωB97M-V with the def2-TZVPD basis set.

Energy (eV): -14513.8095
Net charge: -1

CARTESIAN COORDINATES (ANGSTROEM)
C1 -2.300 0.952 -2.091
C2 -0.857 0.692 -1.971
C3 -0.005 1.474 -1.194
C4 1.080 -0.194 -2.178
N1 -0.168 -0.321 -2.549
N2 1.250 0.944 -1.461
H1 -2.412 2.041 -2.104
H2 -2.821 0.532 -1.213
H3 -0.022 2.188 -0.392
H4 1.983 -0.723 -2.415
H5 2.095 1.134 -0.947
H6 -2.781 0.453 -2.917
C5 0.412 -1.690 2.214
C6 -0.812 -2.111 1.465
C7 0.554 -0.072 2.343
O1 0.980 0.519 1.335
O2 0.375 0.314 3.524
H7 0.210 -1.917 3.265
H8 1.397 -1.919 1.829
H9 -1.722 -1.714 1.932
H10 -0.956 -3.198 1.456
H11 -0.857 -1.699 0.454

Forces on atoms 1 to 2 (eV/Å):
-0.620 -0.229 0.871
0.997 1.229 1.345


(2)
2 unconnected molecules or ions with the total composition C7H11N2O2. Source: the Open Molecules 2025 dataset; level of theory: ωB97M-V with the def2-TZVPD basis set.

Energy (eV): -14514.2719
Net charge: -1

CARTESIAN COORDINATES (ANGSTROEM)
C1 1.969 1.986 -0.561
C2 2.860 0.752 -0.279
O1 3.971 0.944 0.267
O2 2.340 -0.355 -0.573
H1 2.515 2.920 -0.548
H2 1.224 1.977 0.240
H3 1.448 1.873 -1.511
C3 -2.612 0.051 1.413
C4 -1.993 1.381 1.870
C5 -1.903 -0.617 0.322
C6 -0.501 -0.680 0.142
C7 -1.572 -1.734 -1.483
N1 -2.541 -1.300 -0.673
N2 -0.371 -1.455 -0.941
H4 -2.871 -0.633 2.235
H5 -3.667 0.245 1.155
H6 -1.428 1.233 2.786
H7 0.248 -0.435 0.871
H8 -1.612 -2.434 -2.301
H9 0.499 -1.494 -1.458
H10 -2.692 2.199 2.047
H11 -1.272 1.751 1.141

Forces on atoms 1 to 2 (eV/Å):
-0.010 -0.437 0.080
0.555 0.007 0.253


Table of energy relative to the best compared isomer or geometry (same formula, charge and spin) (kJ/mol), in record order: 111.1, 66.5
Table of F_max (eV/A), in record order: 2.9, 3.4
Table of orbital gap (eV), in record order: 7.6, 7.9